A cluster of 11 separate species, C91H194N12O11 in total, computed with ωB97M-V with the def2-TZVPD basis set.

Bonds (Å) are listed after each position.
CARTESIAN COORDINATES (ANGSTROEM)
1 C 7.28 7.50 1.57  C2 1.525, H12 1.089, H13 1.071, H14 1.068
2 C 6.24 6.45 1.20  C1 1.525, C3 1.515, C4 1.485, N10 1.481
3 C 5.52 6.97 -0.03  C2 1.515, H15 1.101, H16 1.090, H17 1.087
4 C 6.85 5.10 1.10  C2 1.485, C5 1.544, H18 1.099, H19 1.085
5 C 5.86 3.91 1.16  C4 1.544, C6 1.509, H20 1.085, H21 1.111
6 C 5.01 3.99 2.40  C5 1.509, C7 1.570, H22 1.104, H23 1.097
7 C 4.29 5.37 2.59  C6 1.570, C8 1.528, C9 1.513, N10 1.478
8 C 3.18 5.49 1.55  C7 1.528, H24 1.104, H25 1.093, H26 1.077
9 C 3.68 5.57 3.97  C7 1.513, H27 1.073, H28 1.105, H29 1.107
10 N 5.32 6.40 2.36  C2 1.481, C7 1.478, O11 1.397
11 O 4.79 7.66 2.63  N10 1.397, H30 0.974
12 H 6.76 8.45 1.67  C1 1.089
13 H 7.78 7.31 2.50  C1 1.071
14 H 7.99 7.61 0.78  C1 1.068
15 H 5.06 7.96 0.12  C3 1.101
16 H 6.24 6.98 -0.85  C3 1.090
17 H 4.75 6.29 -0.36  C3 1.087
18 H 7.40 4.98 0.15  C4 1.099
19 H 7.62 5.06 1.86  C4 1.085
20 H 5.19 4.04 0.32  C5 1.085
21 H 6.33 2.91 1.04  C5 1.111
22 H 5.60 3.81 3.32  C6 1.104
23 H 4.30 3.15 2.38  C6 1.097
24 H 2.26 4.92 1.78  C8 1.104
25 H 3.54 5.08 0.60  C8 1.093
26 H 2.93 6.51 1.31  C8 1.077
27 H 4.43 5.68 4.72  C9 1.073
28 H 3.14 4.62 4.12  C9 1.105
29 H 2.97 6.41 4.03  C9 1.107
30 H 4.20 7.94 1.90  O11 0.974
31 C 1.84 4.48 -1.86  C32 1.550, H42 1.093, H43 1.094, H44 1.099
32 C 1.28 5.30 -3.05  C31 1.550, C33 1.555, C34 1.614, N40 1.441
33 C -0.16 4.82 -3.38  C32 1.555, H45 1.079, H46 1.092, H47 1.105
34 C 1.25 6.83 -2.52  C32 1.614, C35 1.525, H48 1.114, H49 1.093
35 C 2.63 7.49 -2.50  C34 1.525, C36 1.572, H50 1.081, H51 1.104
36 C 3.32 7.27 -3.89  C35 1.572, C37 1.502, H52 1.104, H53 1.086
37 C 3.36 5.85 -4.36  C36 1.502, C38 1.509, C39 1.557, N40 1.463
38 C 3.80 5.70 -5.79  C37 1.509, H54 1.099, H55 1.081, H56 1.091
39 C 4.36 5.00 -3.53  C37 1.557, H57 1.096, H58 1.085, H59 1.087
40 N 1.98 5.35 -4.31  C32 1.441, C37 1.463, O41 1.503
41 O 1.94 3.97 -4.90  N40 1.503, H60 0.968
42 H 2.27 3.57 -2.27  C31 1.093
43 H 2.62 5.07 -1.35  C31 1.094
44 H 1.10 4.21 -1.10  C31 1.099
45 H -0.56 5.35 -4.23  C33 1.079
46 H -0.21 3.74 -3.54  C33 1.092
47 H -0.82 5.03 -2.52  C33 1.105
48 H 0.53 7.35 -3.18  C34 1.114
49 H 0.81 6.80 -1.52  C34 1.093
50 H 2.61 8.57 -2.40  C35 1.081
51 H 3.22 7.07 -1.67  C35 1.104
52 H 4.34 7.69 -3.93  C36 1.104
53 H 2.82 7.90 -4.62  C36 1.086
54 H 3.82 4.63 -6.07  C38 1.099
55 H 4.81 6.09 -5.80  C38 1.081
56 H 3.19 6.24 -6.51  C38 1.091
57 H 4.10 3.94 -3.67  C39 1.096
58 H 4.30 5.32 -2.49  C39 1.085
59 H 5.37 5.16 -3.90  C39 1.087
60 H 1.46 4.10 -5.72  O41 0.968
61 C -7.91 2.50 -1.75  C62 1.561, H72 1.099, H73 1.103, H74 1.085
62 C -6.66 3.41 -1.59  C61 1.561, C63 1.526, C64 1.557, N70 1.458
63 C -6.30 3.51 -0.10  C62 1.526, H75 1.095, H76 1.110, H77 1.104
64 C -5.48 2.82 -2.41  C62 1.557, C65 1.530, H78 1.099, H79 1.098
65 C -5.66 3.00 -3.92  C64 1.530, C66 1.542, H80 1.099, H81 1.089
66 C -5.88 4.49 -4.26  C65 1.542, C67 1.568, H82 1.111, H83 1.104
67 C -7.02 5.16 -3.43  C66 1.568, C68 1.561, C69 1.520, N70 1.466
68 C -6.95 6.70 -3.66  C67 1.561, H84 1.071, H85 1.095, H86 1.112
69 C -8.37 4.68 -3.94  C67 1.520, H87 1.102, H88 1.070, H89 1.096
70 N -6.83 4.79 -2.03  C62 1.458, C67 1.466, O71 1.488
71 O -7.95 5.40 -1.26  N70 1.488, H90 0.956
72 H -8.15 2.36 -2.82  C61 1.099
73 H -7.77 1.49 -1.34  C61 1.103
74 H -8.82 2.90 -1.32  C61 1.085
75 H -7.13 3.99 0.43  C63 1.095
76 H -6.01 2.53 0.32  C63 1.110
77 H -5.44 4.19 -0.03  C63 1.104
78 H -4.55 3.25 -2.00  C64 1.099
79 H -5.53 1.76 -2.14  C64 1.098
80 H -4.90 2.65 -4.62  C65 1.099
81 H -6.58 2.47 -4.19  C65 1.089
82 H -6.18 4.69 -5.31  C66 1.111
83 H -5.01 5.14 -4.10  C66 1.104
84 H -6.14 7.05 -3.05  C68 1.071
85 H -7.85 7.24 -3.35  C68 1.095
86 H -6.80 6.93 -4.74  C68 1.112
87 H -8.59 5.25 -4.86  C69 1.102
88 H -9.13 4.85 -3.20  C69 1.070
89 H -8.44 3.62 -4.18  C69 1.096
90 H -7.54 6.11 -0.76  O71 0.956
91 C -2.02 -1.62 5.04  C92 1.551, H102 1.096, H103 1.105, H104 1.091
92 C -2.09 -2.97 5.80  C91 1.551, C93 1.566, C94 1.518, N100 1.524
93 C -2.79 -2.77 7.19  C92 1.566, H105 1.100, H106 1.111, H107 1.086
94 C -2.79 -4.00 4.93  C92 1.518, C95 1.558, H108 1.082, H109 1.120
95 C -1.94 -4.47 3.72  C94 1.558, C96 1.505, H110 1.102, H111 1.081
96 C -0.64 -5.04 4.22  C95 1.505, C97 1.499, H112 1.080, H113 1.103
97 C 0.14 -4.04 5.01  C96 1.499, C98 1.566, C99 1.559, N100 1.488
98 C 1.36 -4.69 5.75  C97 1.566, H114 1.112, H115 1.092, H116 1.104
99 C 0.70 -2.86 4.16  C97 1.559, H117 1.109, H118 1.094, H119 1.114
100 N -0.70 -3.51 6.12  C92 1.524, C97 1.488, O101 1.375
101 O -0.07 -2.65 6.99  N100 1.375, H120 0.987
102 H -2.06 -1.79 3.95  C91 1.096
103 H -2.91 -1.03 5.30  C91 1.105
104 H -1.16 -0.98 5.23  C91 1.091
105 H -2.50 -3.57 7.88  C93 1.100
106 H -2.43 -1.79 7.55  C93 1.111
107 H -3.87 -2.62 7.14  C93 1.086
108 H -3.03 -4.91 5.46  C94 1.082
109 H -3.74 -3.56 4.53  C94 1.120
110 H -2.58 -5.15 3.13  C95 1.102
111 H -1.70 -3.71 2.99  C95 1.081
112 H 0.08 -5.21 3.42  C96 1.080
113 H -0.93 -5.88 4.87  C96 1.103
114 H 0.99 -5.36 6.56  C98 1.112
115 H 2.07 -3.94 6.12  C98 1.092
116 H 1.90 -5.36 5.06  C98 1.104
117 H -0.09 -2.27 3.64  C99 1.109
118 H 1.27 -3.24 3.31  C99 1.094
119 H 1.43 -2.20 4.69  C99 1.114
120 H 0.08 -1.86 6.42  O101 0.987
121 C -9.30 -0.53 0.52  C122 1.548, H132 1.101, H133 1.097, H134 1.096
122 C -8.12 -1.23 1.24  C121 1.548, C123 1.528, C124 1.509, N130 1.506
123 C -8.40 -2.73 1.18  C122 1.528, H135 1.085, H136 1.080, H137 1.088
124 C -6.82 -0.86 0.57  C122 1.509, C125 1.538, H138 1.061, H139 1.101
125 C -5.53 -1.27 1.30  C124 1.538, C126 1.479, H140 1.088, H141 1.073
126 C -5.52 -0.69 2.67  C125 1.479, C127 1.560, H142 1.102, H143 1.085
127 C -6.79 -1.06 3.50  C126 1.560, C128 1.587, C129 1.563, N130 1.524
128 C -6.80 -2.57 3.97  C127 1.587, H144 1.087, H145 1.099, H146 1.088
129 C -7.00 -0.11 4.73  C127 1.563, H147 1.117, H148 1.122, H149 1.074
130 N -7.95 -0.64 2.61  C122 1.506, C127 1.524, O131 1.500
131 O -9.13 -1.27 3.29  N130 1.500, H150 0.955
132 H -10.18 -1.02 0.97  C121 1.101
133 H -9.33 0.55 0.72  C121 1.097
134 H -9.23 -0.70 -0.56  C121 1.096
135 H -7.68 -3.35 1.70  C123 1.085
136 H -9.40 -2.90 1.56  C123 1.080
137 H -8.47 -3.04 0.14  C123 1.088
138 H -6.89 -1.39 -0.35  C124 1.061
139 H -6.82 0.23 0.41  C124 1.101
140 H -5.40 -2.35 1.32  C125 1.088
141 H -4.75 -0.91 0.67  C125 1.073
142 H -5.40 0.40 2.55  C126 1.102
143 H -4.63 -1.01 3.21  C126 1.085
144 H -7.73 -2.89 4.42  C128 1.087
145 H -6.02 -2.63 4.75  C128 1.099
146 H -6.46 -3.24 3.18  C128 1.088
147 H -6.14 -0.28 5.41  C129 1.117
148 H -7.92 -0.32 5.34  C129 1.122
149 H -6.96 0.92 4.40  C129 1.074
150 H -9.63 -0.50 3.54  O131 0.955
151 C 7.19 -3.13 5.91  C152 1.543, H162 1.090, H163 1.106, H164 1.085
152 C 6.53 -3.13 4.51  C151 1.543, C153 1.548, C154 1.491, N160 1.475
153 C 7.53 -3.79 3.53  C152 1.548, H165 1.100, H166 1.097, H167 1.122
154 C 5.23 -3.85 4.59  C152 1.491, C155 1.515, H168 1.095, H169 1.081
155 C 4.37 -3.67 3.35  C154 1.515, C156 1.522, H170 1.084, H171 1.104
156 C 4.11 -2.20 3.05  C155 1.522, C157 1.519, H172 1.105, H173 1.104
157 C 5.32 -1.28 3.10  C156 1.519, C158 1.568, C159 1.515, N160 1.467
158 C 5.96 -1.41 1.67  C157 1.568, H174 1.080, H175 1.114, H176 1.100
159 C 4.89 0.15 3.33  C157 1.515, H177 1.101, H178 1.085, H179 1.103
160 N 6.17 -1.73 4.21  C152 1.475, C157 1.467, O161 1.442
161 O 7.35 -0.91 4.28  N160 1.442, H180 0.985
162 H 6.53 -2.62 6.62  C151 1.090
163 H 7.30 -4.18 6.23  C151 1.106
164 H 8.13 -2.61 5.80  C151 1.085
165 H 8.44 -3.17 3.51  C153 1.100
166 H 7.83 -4.79 3.89  C153 1.097
167 H 7.22 -4.01 2.47  C153 1.122
168 H 5.46 -4.92 4.59  C154 1.095
169 H 4.69 -3.52 5.46  C154 1.081
170 H 4.79 -4.19 2.50  C155 1.084
171 H 3.39 -4.14 3.52  C155 1.104
172 H 3.47 -1.85 3.87  C156 1.105
173 H 3.46 -2.00 2.18  C156 1.104
174 H 6.68 -0.63 1.46  C158 1.080
175 H 5.16 -1.38 0.90  C158 1.114
176 H 6.29 -2.46 1.57  C158 1.100
177 H 4.08 0.29 2.60  C159 1.101
178 H 5.61 0.95 3.25  C159 1.085
179 H 4.37 0.29 4.30  C159 1.103
180 H 7.76 -1.11 3.41  O161 0.985
181 C 5.03 1.08 -2.35  C182 1.592, H192 1.090, H193 1.090, H194 1.084
182 C 4.85 -0.26 -3.18  C181 1.592, C183 1.622, C184 1.520, N190 1.477
183 C 4.79 -1.37 -2.00  C182 1.622, H195 1.079, H196 1.080, H197 1.097
184 C 3.62 -0.22 -4.08  C182 1.520, C185 1.529, H198 1.088, H199 1.082
185 C 3.87 0.81 -5.18  C184 1.529, C186 1.474, H200 1.093, H201 1.087
186 C 4.97 0.31 -6.02  C185 1.474, C187 1.481, H202 1.076, H203 1.099
187 C 6.26 0.23 -5.30  C186 1.481, C188 1.531, C189 1.539, N190 1.464
188 C 7.30 -0.56 -6.09  C187 1.531, H204 1.099, H205 1.089, H206 1.083
189 C 6.66 1.70 -5.07  C187 1.539, H207 1.094, H208 1.110, H209 1.102
190 N 6.00 -0.53 -4.08  C182 1.477, C187 1.464, O191 1.380
191 O 7.13 -0.77 -3.32  N190 1.380, H210 0.981
192 H 4.13 1.24 -1.75  C181 1.090
193 H 5.86 1.14 -1.64  C181 1.090
194 H 5.11 1.95 -2.99  C181 1.084
195 H 4.44 -2.34 -2.33  C183 1.079
196 H 5.75 -1.47 -1.52  C183 1.080
197 H 4.04 -0.94 -1.32  C183 1.097
198 H 3.47 -1.22 -4.48  C184 1.088
199 H 2.78 0.05 -3.45  C184 1.082
200 H 2.94 0.97 -5.74  C185 1.093
201 H 4.14 1.78 -4.78  C185 1.087
202 H 5.15 1.06 -6.77  C186 1.076
203 H 4.82 -0.67 -6.50  C186 1.099
204 H 6.89 -1.58 -6.11  C188 1.099
205 H 8.28 -0.54 -5.62  C188 1.089
206 H 7.38 -0.18 -7.10  C188 1.083
207 H 5.78 2.34 -4.99  C189 1.094
208 H 7.26 2.09 -5.92  C189 1.110
209 H 7.21 1.94 -4.14  C189 1.102
210 H 7.23 0.13 -2.95  O191 0.981
211 C 1.35 -8.55 1.98  C212 1.511, H222 1.083, H223 1.079, H224 1.107
212 C 2.27 -8.67 0.79  C211 1.511, C213 1.553, C214 1.575, N220 1.494
213 C 3.17 -9.92 1.02  C212 1.553, H225 1.101, H226 1.085, H227 1.080
214 C 1.34 -8.98 -0.45  C212 1.575, C215 1.567, H228 1.093, H229 1.082
215 C 0.63 -7.69 -1.00  C214 1.567, C216 1.515, H230 1.072, H231 1.096
216 C 1.63 -6.59 -1.32  C215 1.515, C217 1.537, H232 1.083, H233 1.087
217 C 2.48 -6.23 -0.09  C216 1.537, C218 1.544, C219 1.569, N220 1.553
218 C 3.64 -5.31 -0.51  C217 1.544, H234 1.104, H235 1.100, H236 1.097
219 C 1.62 -5.43 0.94  C217 1.569, H237 1.054, H238 1.086, H239 1.090
220 N 3.15 -7.51 0.47  C212 1.494, C217 1.553, O221 1.395
221 O 3.81 -7.15 1.65  N220 1.395, H240 0.977
222 H 2.01 -8.46 2.83  C211 1.083
223 H 0.58 -7.79 2.08  C211 1.079
224 H 0.95 -9.57 2.07  C211 1.107
225 H 4.04 -9.88 0.34  C213 1.101
226 H 3.55 -9.93 2.03  C213 1.085
227 H 2.69 -10.86 0.79  C213 1.080
228 H 1.95 -9.40 -1.25  C214 1.093
229 H 0.53 -9.66 -0.22  C214 1.082
230 H -0.05 -7.95 -1.78  C215 1.072
231 H -0.07 -7.31 -0.26  C215 1.096
232 H 1.11 -5.71 -1.67  C216 1.083
233 H 2.34 -6.95 -2.06  C216 1.087
234 H 4.43 -5.77 -1.12  C218 1.104
235 H 4.10 -4.89 0.40  C218 1.100
236 H 3.24 -4.43 -1.03  C218 1.097
237 H 0.94 -6.11 1.36  C219 1.054
238 H 1.11 -4.56 0.53  C219 1.086
239 H 2.27 -5.07 1.74  C219 1.090
240 H 4.77 -7.29 1.51  O221 0.977
241 C -6.23 -3.48 -6.08  C242 1.563, H252 1.092, H253 1.093, H254 1.115
242 C -4.95 -3.11 -5.26  C241 1.563, C243 1.559, C244 1.505, N250 1.424
243 C -3.63 -3.24 -6.09  C242 1.559, H255 1.095, H256 1.078, H257 1.106
244 C -5.03 -1.75 -4.63  C242 1.505, C245 1.511, H258 1.096, H259 1.103
245 C -3.97 -1.55 -3.58  C244 1.511, C246 1.507, H260 1.079, H261 1.078
246 C -4.27 -2.52 -2.47  C245 1.507, C247 1.533, H262 1.122, H263 1.102
247 C -4.07 -3.94 -2.99  C246 1.533, C248 1.501, C249 1.542, N250 1.502
248 C -2.64 -4.20 -3.34  C247 1.501, H264 1.125, H265 1.087, H266 1.096
249 C -4.47 -5.01 -1.95  C247 1.542, H267 1.108, H268 1.107, H269 1.088
250 N -4.93 -4.08 -4.22  C242 1.424, C247 1.502, O251 1.482
251 O -4.87 -5.47 -4.72  N250 1.482, H270 0.960
252 H -6.16 -4.35 -6.74  C241 1.092
253 H -7.08 -3.57 -5.40  C241 1.093
254 H -6.47 -2.66 -6.80  C241 1.115
255 H -3.79 -2.90 -7.12  C243 1.095
256 H -2.82 -2.67 -5.67  C243 1.078
257 H -3.34 -4.30 -6.16  C243 1.106
258 H -4.77 -1.17 -5.52  C244 1.096
259 H -6.01 -1.35 -4.31  C244 1.103
260 H -3.08 -1.83 -4.13  C245 1.079
261 H -3.90 -0.52 -3.24  C245 1.078
262 H -5.31 -2.39 -2.08  C246 1.122
263 H -3.55 -2.29 -1.66  C246 1.102
264 H -2.00 -4.45 -2.45  C248 1.125
265 H -2.09 -3.34 -3.72  C248 1.087
266 H -2.68 -5.00 -4.09  C248 1.096
267 H -5.57 -5.00 -1.83  C249 1.108
268 H -3.93 -4.82 -1.00  C249 1.107
269 H -4.18 -6.01 -2.27  C249 1.088
270 H -5.69 -5.76 -4.32  O251 0.960
271 C -0.89 2.88 0.88  C272 1.525, H282 1.095, H283 1.104, H284 1.091
272 C -1.12 1.49 1.48  C271 1.525, C273 1.558, C274 1.573, N280 1.461
273 C -1.25 1.64 3.02  C272 1.558, H285 1.089, H286 1.104, H287 1.064
274 C -2.50 0.92 0.98  C272 1.573, C275 1.575, H288 1.091, H289 1.102
275 C -2.30 0.49 -0.52  C274 1.575, C276 1.589, H290 1.097, H291 1.082
276 C -1.16 -0.60 -0.66  C275 1.589, C277 1.507, H292 1.102, H293 1.085
277 C 0.17 -0.12 -0.13  C276 1.507, C278 1.557, C279 1.536, N280 1.540
278 C 1.21 -1.24 0.18  C277 1.557, H294 1.101, H295 1.081, H296 1.109
279 C 0.78 0.82 -1.19  C277 1.536, H297 1.108, H298 1.081, H299 1.118
280 N -0.03 0.54 1.24  C272 1.461, C277 1.540, O281 1.453
281 O 1.18 1.04 1.87  N280 1.453, H300 0.980
282 H -0.01 3.34 1.34  C271 1.095
283 H -0.75 2.90 -0.22  C271 1.104
284 H -1.69 3.58 1.10  C271 1.091
285 H -2.07 2.33 3.23  C273 1.089
286 H -1.41 0.67 3.53  C273 1.104
287 H -0.41 2.15 3.42  C273 1.064
288 H -2.83 0.11 1.63  C274 1.091
289 H -3.27 1.67 1.21  C274 1.102
290 H -3.27 0.16 -0.90  C275 1.097
291 H -2.07 1.38 -1.10  C275 1.082
292 H -1.01 -0.90 -1.71  C276 1.102
293 H -1.50 -1.39 0.01  C276 1.085
294 H 0.68 -1.80 0.97  C278 1.101
295 H 2.15 -0.89 0.57  C278 1.081
296 H 1.42 -1.92 -0.67  C278 1.109
297 H 1.68 1.37 -0.85  C279 1.108
298 H 0.03 1.51 -1.56  C279 1.081
299 H 1.09 0.18 -2.05  C279 1.118
300 H 1.39 1.71 1.19  O281 0.980
301 N -2.30 5.16 3.39  C302 1.333, H305 1.011, H306 1.021
302 C -3.37 5.03 2.61  N301 1.333, N303 1.294, O304 1.214
303 N -4.37 4.33 3.03  C302 1.294, H307 1.013, H308 1.016
304 O -3.36 5.47 1.48  C302 1.214
305 H -2.43 5.06 4.39  N301 1.011
306 H -1.69 5.94 3.14  N301 1.021
307 H -4.26 3.71 3.82  N303 1.013
308 H -4.85 3.95 2.22  N303 1.016

Calculated values
LUMO   0.25 eV
DFT total energy   -5067.8881 Eh

These are the Löwdin partial charges, in e, on atoms 1 to 99: C -0.03; C -0.53; C -0.03; C -0.13; C -0.16; C -0.13; C -0.50; C -0.04; C -0.03; N -0.10; O -0.04; H 0.08; H 0.09; H 0.08; H 0.09; H 0.10; H 0.04; H 0.13; H 0.12; H 0.09; H 0.12; H 0.13; H 0.11; H 0.09; H 0.04; H 0.07; H 0.08; H 0.09; H 0.09; H 0.08; C -0.03; C -0.49; C -0.03; C -0.11; C -0.15; C -0.12; C -0.55; C -0.04; C -0.01; N -0.05; O -0.05; H 0.07; H 0.04; H 0.08; H 0.08; H 0.07; H 0.09; H 0.12; H 0.11; H 0.11; H 0.07; H 0.13; H 0.12; H 0.08; H 0.08; H 0.09; H 0.06; H 0.05; H 0.09; H 0.10; C -0.02; C -0.51; C -0.04; C -0.12; C -0.16; C -0.13; C -0.52; C -0.03; C -0.05; N -0.06; O -0.04; H 0.06; H 0.07; H 0.08; H 0.09; H 0.08; H 0.08; H 0.12; H 0.11; H 0.11; H 0.09; H 0.12; H 0.12; H 0.07; H 0.08; H 0.09; H 0.09; H 0.07; H 0.06; H 0.09; C -0.05; C -0.47; C -0.02; C -0.12; C -0.18; C -0.14; C -0.49; C -0.02; C -0.02